{
  "formula": "C3H10N2S",
  "method": "ωB97M-V/def2-TZVPD",
  "molar_mass_g_mol": 106.19,
  "relative_energy_kcal_mol": 20.5,
  "energy_ha": -627.9620,
  "elements": ["S", "N", "N", "C", "C", "C", "H", "H", "H", "H", "H", "H", "H", "H", "H", "H"],
  "coordinates": [[-1.2659, -1.6914, -0.5095], [0.8206, 0.4385, -0.3598], [1.4265, -0.6227, 1.6171], [1.0570, 1.4465, -1.3872], [-2.7992, -0.9520, 0.1127], [1.6183, 0.2933, 0.6647], [0.1624, 2.0534, -1.4995], [0.7019, -1.3321, 1.4755], [1.8963, 2.0780, -1.1176], [2.4911, 0.9934, 0.7531], [-3.6130, -1.6812, 0.0669], [-2.7057, -0.6077, 1.1809], [1.2867, 0.9510, -2.3390], [2.1844, -0.8486, 2.2789], [-0.1434, -0.4170, -0.4480], [-3.1179, -0.1014, -0.4890]]
}


{
  "formula": "C3H10N2S",
  "method": "ωB97M-V/def2-TZVPD",
  "molar_mass_g_mol": 106.19,
  "relative_energy_kcal_mol": 25.1,
  "energy_ha": -627.9546,
  "smiles": "[H]/N=C/N.CSC",
  "elements": ["S", "N", "N", "C", "C", "C", "H", "H", "H", "H", "H", "H", "H", "H", "H", "H"],
  "coordinates": [[-1.4949, 1.7729, -0.4123], [2.6942, -2.4165, -0.3628], [1.7177, -0.7381, 0.8842], [2.6177, -1.6371, 0.8166], [-1.9538, 0.4853, -1.5602], [-1.6732, 0.8320, 1.1283], [-3.0559, 0.5024, -1.6129], [1.9144, -0.3327, 1.8013], [2.1661, -1.7552, -0.9383], [-1.6307, -0.5078, -1.2159], [-1.6422, 0.7630, -2.5756], [-0.8804, 0.0655, 1.0399], [3.1098, -2.2027, 1.6310], [3.4487, -2.9366, -0.7685], [-2.6738, 0.4611, 1.2991], [-1.4359, 1.5373, 1.9283]]
}